(1)
Density functional theory data (wB97M-V/def2-TZVPD) for a cluster of 14 separate species, C28H49Cl21O13 in total at a distorted geometry.

Structure (XYZ):
```
111
Properties=species:S:1:pos:R:3
Cl 31.9724 0.8167 -26.4990
H 35.9619 -14.3459 -31.0071
H 30.2841 -12.4124 -29.0445
Cl 28.0615 -4.9930 -28.4237
H 28.1527 -11.7866 -25.8680
H 28.5588 -7.3040 -28.6661
H 32.0877 -10.0212 -29.2563
Cl 35.0643 -11.4181 -26.4347
O 28.6688 -5.9112 -32.2413
C 33.1758 -9.0347 -34.5797
Cl 33.8237 -10.7602 -34.5057
H 34.5056 -14.1031 -32.0144
C 35.0708 -12.4899 -30.8475
C 35.7918 -3.5269 -26.5102
H 26.9417 -9.3511 -30.7545
H 36.9934 -11.6668 -30.7175
C 30.0981 -11.8938 -28.1041
H 35.4890 -5.4323 -34.4037
O 27.9366 -11.3735 -28.8639
O 33.9601 -11.9405 -30.8617
H 34.8205 -6.7188 -30.0990
H 34.5972 -9.2658 -27.1969
H 32.5590 -9.5638 -30.8876
O 33.1553 -7.6585 -28.5099
H 35.0307 -2.8971 -26.0496
H 34.4248 -4.4783 -35.5310
C 27.9116 -6.7136 -28.0175
H 31.9546 -5.7404 -26.8803
H 28.1497 -9.7780 -32.0199
H 30.7944 -11.0556 -28.0780
H 30.5127 -2.6296 -24.5991
H 32.8410 -4.4498 -30.4898
Cl 29.7804 -12.5145 -31.7920
H 30.7132 -4.3899 -24.5414
H 29.5310 -4.0091 -32.1632
H 32.3023 -4.0683 -21.4062
C 35.2167 -4.4472 -34.7826
Cl 34.3447 -7.8267 -35.1975
C 33.1674 -0.1966 -27.3154
H 28.6221 -9.3411 -30.3318
H 27.4873 -10.3758 -26.5806
C 31.7104 -5.3704 -27.8761
O 33.0217 -4.9000 -33.2337
C 35.4732 -13.6908 -31.7282
H 36.4028 -3.0113 -27.2511
H 36.4398 -12.5938 -29.2398
C 28.9360 -7.2039 -32.1429
H 33.0924 -2.8067 -29.9622
O 31.3395 -6.3051 -28.8663
H 36.0999 -4.0478 -35.2811
H 35.9932 -10.8956 -29.6152
C 27.9349 -9.1493 -31.1558
C 28.4115 -10.9503 -26.5173
H 31.7795 -3.2146 -31.1258
C 32.4208 -3.1311 -21.9500
C 32.0623 -7.3983 -29.0108
O 34.8389 -3.6771 -33.6398
C 30.7469 -3.4742 -23.9511
C 35.7123 -7.1309 -30.5711
C 28.7031 -11.4774 -27.9144
Cl 36.4799 -5.7471 -31.4454
Cl 31.2554 -14.9192 -32.7496
H 30.4178 -12.5162 -27.2683
O 33.7509 -3.2830 -31.8490
C 31.7434 -9.5280 -30.1654
H 33.6732 -5.3088 -25.6566
H 34.3764 -6.5994 -26.6171
Cl 32.6934 -9.7122 -25.9722
C 30.4458 -7.9918 -23.2197
Cl 34.6783 -0.0702 -26.3745
H 35.2688 -5.8276 -25.2355
Cl 26.2505 -7.3526 -28.2903
H 36.3707 -3.8757 -25.6550
Cl 32.5652 -1.8375 -27.5008
H 30.0193 -3.3993 -23.1430
Cl 31.6365 -9.0076 -35.5644
C 34.4602 -9.7385 -26.2243
H 33.3477 -2.6419 -21.6506
O 27.9467 -7.8198 -31.4882
Cl 31.4563 -7.1478 -24.4640
Cl 36.7909 -7.8525 -29.3960
H 30.8451 -4.7270 -27.7168
H 31.6025 -2.5091 -21.5875
H 32.0078 -12.7259 -32.3791
C 32.1859 -3.2658 -23.4567
C 29.7309 -4.9991 -32.5732
O 33.1446 -3.2543 -24.2245
H 30.7314 -5.3095 -32.2721
H 32.5230 -4.6951 -28.1442
H 33.3749 0.2504 -28.2877
C 35.0954 -4.6741 -27.1213
Cl 29.7512 -9.5534 -23.7550
H 29.2029 -10.3030 -26.1394
O 34.8597 -4.7931 -28.2932
C 36.1787 -11.8873 -30.0277
C 33.7767 -4.0090 -32.9256
Cl 35.2373 -8.3174 -31.7436
H 29.7599 -4.8688 -33.6550
C 32.8076 -3.4124 -30.8226
Cl 28.4951 -7.0682 -26.3749
O 31.2684 -8.2414 -29.8387
Cl 30.9722 -12.6131 -34.5009
H 32.9162 -8.6291 -33.6018
C 34.6053 -5.6751 -26.0868
Cl 29.2527 -6.8045 -22.5964
H 31.0528 -8.2440 -22.3502
H 30.8663 -10.0555 -30.5401
C 31.0900 -13.1535 -32.7826
O 29.9766 -7.7215 -32.5205
Cl 35.3269 -8.7020 -25.0353
H 36.0719 -13.4564 -32.6084
```

Multiplicity: 2
Charge: +1
Gap between HOMO and LUMO (alpha / beta), Ha: 0.25638 / 0.10563
Expectation value of S²: 0.757



(2)
Density functional theory data (wB97M-V/def2-TZVPD) for the ion C3H3NO2 with charge -2 at a distorted geometry.

Structure (XYZ):
```
9
Properties=species:S:1:pos:R:3
N -1.3507 -1.3788 2.7427
H -1.1734 0.6480 0.2458
C 0.6237 -0.2064 0.0012
C -0.3849 0.1489 0.8982
H 0.2331 0.0585 -0.9678
O -1.7372 1.0648 2.6563
H 1.7586 -0.5343 0.0007
C -0.9927 0.0261 2.5655
O -1.7559 -2.0524 1.5480
```

Charge: -2
Gap between HOMO and LUMO (alpha / beta), Ha: 0.17841 / 0.14801
Energy above the lowest of the compared OMol25 structures with the same formula, charge and spin, kcal per mole: 41.0



(3)
Density functional theory data (wB97M-V/def2-TZVPD) for an isolated molecule of C7H11NS3 at a distorted geometry.

Structure (XYZ):
```
22
Properties=species:S:1:pos:R:3
H 1.0142 -0.3536 0.7618
C 0.9152 2.7835 2.6352
H -0.5807 -0.1133 1.4137
H -1.4674 -1.5836 -0.3758
C -0.6594 -2.6320 -2.7444
C -0.5022 -1.2364 -0.5897
N -0.0062 1.9997 2.0459
H 1.3576 2.2398 3.5017
S -0.5978 0.4633 -1.4108
H 0.4508 -3.2038 -0.8792
H 1.6651 4.8319 2.3307
S -1.6657 1.4630 0.0502
C -0.4104 2.3664 0.8836
H -0.7314 -1.6385 -3.2026
H -1.5853 -2.8274 -2.1969
C 0.0518 -0.9551 0.8806
C 1.1472 3.8550 1.9427
H 1.0935 -1.7680 -1.9737
S 0.4691 3.8532 0.3198
H 0.2913 -1.8449 1.3724
H -0.4584 -3.3863 -3.3025
C 0.2092 -2.3127 -1.4626
```

Gap between HOMO and LUMO, Ha: 0.33397
Energy above the lowest of the compared OMol25 structures with the same formula, charge and spin, kcal per mole: 59.4



(4)
Density functional theory data (wB97M-V/def2-TZVPD) for an isolated molecule of C4H7NO.

Structure (XYZ):
```
13
Properties=species:S:1:pos:R:3
H 0.1497 1.1449 1.4585
N 0.3015 0.7799 -0.7100
H 2.0868 -0.1811 -1.2636
H 2.2730 1.4528 -0.5881
O -2.0585 -1.8988 0.5237
H -1.9927 -1.4213 1.3617
C 1.7227 0.5111 -0.4999
C -0.5891 -0.1595 -0.1649
H 1.9260 0.0714 0.4908
C -1.1742 -1.3276 -0.3495
C -0.4326 1.1020 0.5364
H -1.1985 1.8680 0.4339
H -1.0140 -1.9420 -1.2289
```

Gap between HOMO and LUMO, Ha: 0.33556
Energy above the lowest of the compared OMol25 structures with the same formula, charge and spin, kcal per mole: 73.2



(5)
Density functional theory data (wB97M-V/def2-TZVPD) for a structure of composition C23H24AuBN9O3S at a distorted geometry.

Structure (XYZ):
```
62
Properties=species:S:1:pos:R:3
C -1.8273 3.6763 -5.6447
H -1.4732 1.4661 3.7613
C 0.0642 -3.2377 2.1678
C -0.7204 3.7314 1.4814
N 0.5780 0.4959 -1.5272
C 2.3902 -0.5588 -2.2195
H 3.4866 -2.5204 -0.7483
H -4.6229 -1.0575 -2.3841
S 1.3860 -5.3204 2.6159
C -3.8084 -1.9963 0.3271
C 1.4532 0.3911 -2.5479
N -0.6450 2.1691 -0.0879
C 0.1464 3.9336 -3.9576
H -0.7686 4.6763 1.9837
C -2.8762 0.2859 -2.3767
H 3.0720 -0.1838 4.1771
N 0.0155 -4.5323 2.1411
N -2.1841 -0.2877 -0.3852
C -0.6441 2.4707 2.0804
H -1.9576 2.7742 -6.2519
O 1.1969 -6.1844 3.7191
N 0.9192 -0.3770 -0.5675
N -1.9289 0.5001 -1.4416
N -1.4933 2.4403 -3.5548
H -3.9488 -1.5452 1.3089
H -2.8718 0.8236 -3.3028
H -2.8468 3.9833 -5.3907
H 0.8977 -0.6209 3.0454
O -0.8101 -2.4923 1.6530
C 3.3583 -3.5417 3.8127
C -3.2690 -1.0161 -0.6203
H -0.7780 3.0513 4.1050
C 2.6652 -2.1041 -0.1724
N -0.6268 2.3824 -2.5773
C 1.6027 -1.4287 3.2382
C -0.7288 3.4947 0.1231
H -1.3398 4.4486 -6.2310
H -4.7504 -2.3964 -0.0324
Au -0.6114 -0.4716 1.2247
H 4.0338 -4.3541 4.0324
H 0.2808 1.6729 3.8319
N -0.5887 1.5542 1.1091
H 1.3742 0.9837 -3.4367
C 3.6845 -2.2270 4.1573
H 3.2299 -0.8840 -2.7969
H -0.7984 4.2000 -0.6793
H 1.9669 -2.9084 0.0547
C 2.0068 -1.0369 -0.9518
C -0.6525 2.1418 3.5242
H 4.6252 -2.0265 4.6473
C 2.1586 -3.7477 3.1949
O 2.1232 -5.7201 1.4676
C -1.0779 3.3731 -4.4307
C 2.8083 -1.1876 3.8799
H -3.1039 -2.8179 0.4667
B -0.6768 1.3944 -1.4262
C -3.7570 -0.6565 -1.8982
C 1.2772 -2.7240 2.8689
H 1.2130 3.3675 -2.0993
C 0.3954 3.2859 -2.7857
H 0.7195 4.7021 -4.4335
H 3.0578 -1.7052 0.7623
```

Multiplicity: 2
Charge: +2
Gap between HOMO and LUMO (alpha / beta), Ha: 0.15073 / 0.13444
Expectation value of S²: 0.757



(6)
Density functional theory data (wB97M-V/def2-TZVPD) for a cluster of 2 separate species, C5H10NO in total at a distorted geometry.

Structure (XYZ):
```
17
Properties=species:S:1:pos:R:3
H 5.3422 -0.4722 0.9179
H -2.0328 -0.9860 1.0873
H 0.5595 1.3213 1.1912
H -1.7680 0.6807 1.4010
C -1.6965 -0.0527 0.5908
C 0.7827 0.4591 0.5356
H 4.0912 -0.1381 -0.1675
O 1.8942 0.1540 0.1957
H -4.0971 -1.2496 -0.6533
H 5.6344 0.3384 -0.5029
H -2.2373 1.1933 -1.0635
C -0.3878 -0.2873 0.0590
H -4.4295 0.3665 -1.5150
N 5.0550 -0.3513 -0.0384
C -3.8079 -0.2274 -0.8556
H -0.2584 -1.0971 -0.6588
C -2.6440 0.3483 -0.5235
```

Charge: +1
Gap between HOMO and LUMO, Ha: 0.11970
Energy above the lowest of the compared OMol25 structures with the same formula, charge and spin, kcal per mole: 127.5



(7)
Density functional theory data (wB97M-V/def2-TZVPD) for a structure of composition C16H15F9HgN4O4S.

Structure (XYZ):
```
50
Properties=species:S:1:pos:R:3
N -2.7770 0.6181 7.6886
H 2.8510 1.2846 0.3221
H 0.5336 0.2378 -2.9161
H 2.4607 0.6882 -4.4016
C 0.9641 -2.9283 -1.9576
F 0.2579 -2.2710 -4.1488
H -3.3115 -0.7875 3.3721
C 1.1314 1.1378 -2.7746
O 0.8172 -1.6994 -1.4750
C -2.7221 -0.7913 4.2801
H 3.4185 -0.4354 4.2039
C -1.5366 -1.5146 4.3119
H -4.0697 0.4589 5.3814
N 1.3339 0.1608 1.1057
C -1.1866 -0.8445 6.5895
N -0.3280 -1.1058 1.9814
H -0.3892 2.3594 -2.8862
O 0.0214 -3.2834 3.2636
H 1.8510 0.9097 -1.9906
F -1.2733 -2.9919 -2.8227
H 4.3701 0.9155 2.3094
F -0.6085 -3.9969 -0.5081
C 1.8333 1.5159 -4.0645
H 0.1614 -2.0914 5.4595
H 2.4586 2.4000 -3.9255
H -2.4123 0.2917 8.5679
S -0.9479 -2.3080 2.8451
C 0.0062 -3.1665 -3.1780
C -2.3769 -0.1220 6.5703
F 1.3972 -3.7719 0.2299
C 3.3762 0.4956 2.2649
F 0.9651 -5.2729 -1.2658
C -3.1414 -0.1018 5.4024
H -0.5875 -0.8620 7.4935
O 0.3285 2.2089 -2.2640
C 2.4452 -3.0899 -2.4539
F 3.3015 -2.9971 -1.4297
O -2.1128 -2.7458 2.1175
C 2.8452 -0.2580 3.2979
N 1.6341 -0.7950 3.2700
F 2.7599 -2.1061 -3.3123
C -0.7658 -1.5346 5.4634
C 0.9235 -0.5967 2.1475
H 1.1074 1.7290 -4.8541
Hg -0.8670 -0.7071 -0.2820
F 0.0953 -4.3864 -3.7382
C 0.6801 -4.0159 -0.8661
F 2.7074 -4.2502 -3.0833
C 2.5418 0.6862 1.1741
H -3.7608 0.8250 7.7315
```

Multiplicity: 2
Charge: -1
Gap between HOMO and LUMO (alpha / beta), Ha: 0.26206 / 0.26824
Expectation value of S²: 0.753



(8)
Density functional theory data (wB97M-V/def2-TZVPD) for a cluster of 15 separate species, C33H84Cl12O27S9 in total at a distorted geometry.

Structure (XYZ):
```
165
Properties=species:S:1:pos:R:3
Cl 19.1801 20.5620 18.4586
O 12.6637 18.5284 14.3241
H 12.2537 12.2315 13.5126
H 10.6759 18.8156 16.9893
H 18.4263 13.5375 12.7860
H 12.5366 11.1786 11.1814
O 15.8678 17.0362 23.0662
C 9.3800 22.2145 18.2773
H 21.4794 20.9592 22.3676
H 13.8609 12.2663 10.9343
C 19.9858 16.8333 16.8809
H 17.1358 13.6227 17.6155
H 16.8446 22.5078 14.6728
H 12.6229 20.8400 13.8285
C 17.5061 14.5838 17.5277
O 20.8038 22.8794 14.2513
S 10.3722 21.3583 19.3959
O 14.8568 23.3145 14.6357
H 18.0904 15.9179 19.2459
H 16.3217 22.9397 12.3741
O 15.3759 22.8611 16.9394
H 9.0695 21.5313 17.4749
H 18.0225 11.5707 14.4716
H 21.9164 25.2399 13.9148
C 20.9133 15.0943 12.0187
H 8.5684 22.5934 18.8733
H 19.5439 16.8929 17.8983
S 19.8204 24.1159 14.2155
C 12.9284 12.0878 11.4855
C 20.6749 21.8058 15.2667
H 12.2719 18.0109 16.5726
H 16.8653 15.2508 16.9866
H 11.9444 23.3222 13.9425
H 17.0023 24.8924 15.7401
H 20.0462 15.2766 12.6336
Cl 17.4424 19.3164 15.3356
H 10.0328 23.0246 17.8500
H 23.9158 17.2024 21.2111
C 13.8314 21.8056 19.3093
H 17.5358 16.6696 24.2964
C 17.2618 12.3477 14.2486
H 13.7873 11.2791 13.3220
H 18.1936 10.7665 9.3672
H 20.2054 20.7980 21.2000
C 17.7810 14.9186 18.9983
H 10.3001 22.7090 14.3256
H 17.3824 13.0816 14.9780
H 15.8786 17.4827 15.2390
H 13.0913 21.5292 17.3540
H 19.7739 20.6261 22.8676
H 21.2791 14.0550 11.9967
C 12.7176 21.9022 18.2618
H 21.7227 20.2219 14.0450
Cl 17.8918 22.5697 20.1085
Cl 13.3444 15.2961 18.0370
S 14.8359 23.8950 16.0545
H 16.8347 14.8790 19.4910
H 15.4567 20.2284 21.4315
O 16.3286 17.6255 20.8033
C 21.8673 20.8590 14.9673
Cl 22.1311 16.1709 12.6135
Cl 15.2598 15.6968 10.5535
Cl 15.7837 18.4863 11.0586
C 16.0877 16.8805 11.6635
C 15.8654 22.2666 14.3130
O 14.7400 15.2909 14.4429
H 16.9822 9.5526 9.4132
C 14.0994 12.0814 18.2309
H 21.3823 18.4699 22.6912
H 12.3072 22.8755 18.1856
S 13.5610 14.4571 14.3378
H 12.8358 15.7819 12.6197
Cl 15.2907 18.8456 17.2272
H 15.6207 16.8271 12.6251
C 17.7587 10.0037 10.0383
O 9.7584 20.1439 19.8444
H 22.0009 20.1912 15.9000
H 15.0469 19.9261 23.1894
C 17.8006 20.9418 19.4379
H 14.5554 16.9825 19.0385
H 11.6047 22.6122 15.4496
H 24.0584 18.4386 19.9962
S 22.1100 17.7354 19.8644
H 21.0908 24.8079 12.3910
O 20.1747 14.8938 15.0432
C 20.8837 18.9364 21.9008
H 17.1465 16.6665 11.6224
C 16.1379 17.8918 25.3243
O 22.1317 18.2867 18.5082
C 12.3314 15.4481 13.5249
H 13.5091 22.4032 20.1327
H 14.1162 15.6946 20.2048
O 21.8242 19.0315 20.8029
O 10.7299 22.4078 20.3049
C 11.5958 21.1298 13.8232
H 15.4996 21.3775 14.8384
O 19.5870 24.7015 15.4960
H 15.0578 18.1118 25.1685
C 15.7645 22.1202 12.8091
O 16.1849 11.9829 10.3742
H 16.2602 11.9467 14.2601
O 16.0688 10.1713 12.1190
H 15.5877 25.9691 15.4242
C 20.5823 20.4225 22.1591
H 14.1764 18.9574 21.9350
O 11.5472 20.9307 18.5030
S 19.2012 15.5318 15.8919
H 16.3411 17.5814 26.3611
O 18.0537 16.0823 15.2142
O 18.6718 23.7857 13.3559
O 18.0773 11.7285 11.9840
H 14.7354 22.1675 18.8807
S 11.2712 18.6965 14.6150
H 11.1389 20.9432 12.8640
H 19.9892 18.4351 21.5427
H 18.3107 9.2028 10.4241
C 13.8238 16.3216 19.3765
C 23.7297 17.4302 20.1964
C 15.1192 19.4407 22.1840
C 20.9297 25.2555 13.4128
H 20.5072 26.2414 13.3075
H 18.3937 14.1646 19.3976
Cl 15.1154 12.6186 19.5049
O 21.1815 16.6841 20.2295
H 19.7145 21.3286 15.1446
H 12.1069 16.2654 14.1927
S 16.8431 11.0033 11.1787
O 17.6251 18.6811 22.6278
H 16.1385 15.8166 24.6335
H 15.9654 25.6995 17.0595
S 16.3674 18.1645 22.1156
H 13.9683 20.7362 19.4953
H 14.3863 11.0712 17.9504
H 17.9429 20.3432 20.3878
Cl 12.4112 12.0921 18.8273
C 16.4830 16.7613 24.3318
C 11.1835 18.1101 16.3354
C 17.5735 12.9039 12.8575
H 20.6789 22.3141 16.2555
H 16.8370 20.7641 18.9924
H 16.2076 21.1463 12.4896
O 10.9686 20.2174 14.8487
H 22.7091 21.4788 14.8076
O 13.5340 24.4527 16.2089
H 12.2909 12.9297 11.3285
H 15.0713 19.1179 14.9337
O 13.0686 13.7220 15.4891
H 14.7658 22.1966 12.4606
H 21.0657 16.6194 16.8630
C 15.8922 18.5857 15.5116
C 16.0277 25.2194 16.0502
O 10.2716 18.1554 13.7143
H 19.7665 17.7027 16.3210
H 24.0174 16.6190 19.4808
C 11.3857 22.4651 14.3945
H 14.1297 12.7848 17.4195
Cl 20.4893 15.4996 10.3020
O 18.7337 14.4131 16.8365
H 10.8387 17.1215 16.4168
H 16.7972 13.4514 12.3541
C 13.1725 12.1184 12.9966
Cl 12.4764 17.3569 19.8132
O 14.0043 13.3467 13.2648
H 16.7294 18.7450 25.0360
H 11.4199 14.8899 13.1048
```

Gap between HOMO and LUMO, Ha: 0.38656